{
  "formula": "C13H37N3O7",
  "method": "ωB97M-V with the def2-TZVPD basis set",
  "gap_ha": 0.3217,
  "total_charge": 0,
  "de_lowest_kcal_mol": 161.59,
  "homo_ha": -0.306,
  "symbols": ["O", "H", "H", "H", "C", "O", "O", "O", "H", "C", "C", "C", "O", "C", "N", "H", "H", "H", "H", "H", "H", "H", "H", "H", "H", "H", "C", "C", "C", "O", "C", "N", "H", "H", "H", "H", "H", "H", "H", "H", "H", "H", "H", "C", "C", "C", "O", "C", "N", "H", "H", "H", "H", "H", "H", "H", "H", "H", "H", "H"],
  "positions_angstrom": [[0.58, -1.28, -0.72], [0.34, -1.85, -1.41], [-0.08, -0.59, -0.55], [1.51, -0.81, -0.49], [-1.80, 0.62, -1.56], [-1.35, 0.06, -2.61], [-2.82, 1.42, -1.61], [-1.34, 0.50, -0.40], [-2.93, 1.61, -2.55], [0.24, 2.38, 4.17], [-0.43, 2.13, 2.83], [-0.11, 3.29, 1.79], [-0.09, 4.50, 2.50], [-1.38, 5.18, 2.29], [-0.22, 0.78, 2.31], [1.45, 2.39, 4.14], [0.11, 1.63, 4.77], [-0.20, 3.22, 4.61], [-1.46, 1.99, 3.02], [-0.60, 3.05, 0.76], [0.97, 3.29, 1.36], [-1.28, 6.20, 2.92], [-2.17, 4.47, 2.52], [-1.69, 5.48, 1.24], [-0.94, 0.45, 1.50], [0.74, 0.88, 2.03], [-0.61, -4.73, -1.65], [-1.41, -3.66, -2.28], [-2.44, -2.94, -1.33], [-3.34, -4.05, -0.97], [-4.26, -3.74, 0.08], [-0.49, -2.69, -2.83], [-1.20, -5.50, -1.41], [-0.14, -4.38, -0.82], [0.22, -5.22, -2.31], [-1.84, -4.09, -2.91], [-3.12, -2.19, -1.81], [-2.14, -2.32, -0.48], [-4.96, -2.90, -0.05], [-3.70, -3.33, 1.00], [-4.81, -4.58, 0.50], [-0.94, -1.95, -3.03], [-0.28, -3.01, -3.79], [1.91, 1.90, -1.52], [3.14, 1.00, -1.59], [3.62, 0.59, -0.24], [2.61, 0.15, 0.53], [3.03, -0.35, 1.83], [2.87, -0.34, -2.25], [2.03, 2.72, -0.74], [1.07, 1.34, -1.07], [1.46, 2.39, -2.49], [4.03, 1.60, -1.96], [3.94, 1.51, 0.43], [4.41, -0.03, -0.19], [3.77, -1.14, 1.69], [2.13, -0.52, 2.62], [3.76, 0.40, 2.21], [3.88, -0.69, -2.69], [2.75, -0.21, -3.33]],
  "lowdin_charge": [0.19, 0.03, 0.04, 0.16, -0.82, -0.04, 0.13, -0.07, 0.12, -0.05, -0.43, -0.23, -0.22, -0.09, 0.03, 0.14, 0.00, 0.05, 0.12, 0.14, 0.13, 0.13, 0.07, 0.08, 0.12, 0.00, -0.03, -0.37, -0.09, -0.20, -0.13, 0.09, 0.03, 0.05, 0.13, 0.03, 0.13, 0.12, 0.08, 0.10, 0.08, -0.05, 0.13, -0.05, -0.42, -0.30, -0.26, -0.05, 0.01, 0.09, 0.05, 0.12, 0.15, 0.17, 0.09, 0.08, 0.15, 0.08, 0.14, 0.11]
}

{
  "formula": "C3H8NO2",
  "method": "ωB97M-V with the def2-TZVPD basis set",
  "gap_ha": 0.3979,
  "total_charge": 1,
  "de_lowest_kcal_mol": 36.20,
  "homo_ha": -0.568,
  "symbols": ["O", "C", "O", "H", "H", "C", "C", "N", "H", "H", "H", "H", "H", "H"],
  "positions_angstrom": [[-0.43, -1.07, -1.18], [-0.12, -1.05, -2.36], [0.11, 0.04, -3.05], [-0.14, -1.99, -2.91], [-0.11, -0.05, -3.98], [0.97, 0.25, 2.08], [-1.15, 0.81, 1.11], [-0.05, 0.18, 1.06], [1.95, 0.48, 1.62], [0.85, 1.07, 2.79], [1.13, -0.68, 2.61], [-1.20, 1.76, 1.64], [-1.89, 0.75, 0.31], [0.07, -0.51, 0.25]],
  "lowdin_charge": [0.04, -0.32, 0.15, 0.16, 0.14, -0.02, 0.16, 0.00, 0.11, 0.10, 0.11, 0.13, 0.12, 0.12]
}

{
  "formula": "C4H8",
  "method": "ωB97M-V with the def2-TZVPD basis set",
  "gap_ha": 0.3858,
  "total_charge": 0,
  "de_lowest_kcal_mol": 2.76,
  "homo_ha": -0.337,
  "symbols": ["C", "C", "C", "C", "H", "H", "H", "H", "H", "H", "H", "H"],
  "positions_angstrom": [[0.70, -1.75, -0.52], [-0.19, -0.56, -0.29], [0.17, 0.53, 0.35], [-0.70, 1.74, 0.52], [1.56, -1.50, -1.15], [1.11, -2.16, 0.41], [0.17, -2.57, -0.99], [-1.19, -0.56, -0.71], [1.17, 0.63, 0.77], [-1.67, 1.59, 0.04], [-0.27, 2.61, 0.00], [-0.86, 2.00, 1.56]],
  "lowdin_charge": [-0.12, -0.19, -0.19, -0.11, 0.07, 0.07, 0.06, 0.10, 0.10, 0.06, 0.07, 0.07]
}

{
  "formula": "C38H39N2OP3Ti",
  "method": "ωB97M-V with the def2-TZVPD basis set",
  "multiplicity": 2,
  "gap_ha": [0.2350, 0.2417],
  "total_charge": 1,
  "de_lowest_kcal_mol": 0.00,
  "homo_ha": [-0.363, -0.364],
  "symbols": ["C", "C", "C", "C", "C", "C", "C", "C", "C", "C", "C", "C", "C", "H", "H", "H", "H", "H", "H", "H", "N", "Ti", "C", "H", "H", "C", "H", "H", "P", "P", "C", "H", "H", "H", "C", "H", "H", "H", "C", "H", "H", "H", "C", "H", "H", "H", "C", "O", "H", "N", "P", "C", "C", "C", "C", "C", "C", "C", "C", "C", "C", "C", "C", "C", "C", "C", "C", "C", "C", "H", "H", "H", "H", "H", "H", "H", "H", "H", "H", "H", "H", "H", "H", "H"],
  "positions_angstrom": [[-1.56, 2.93, -3.82], [-1.26, 1.61, -3.51], [0.10, 1.19, -3.71], [1.11, 2.20, -3.41], [0.74, 3.56, -3.45], [-0.55, 3.92, -3.81], [2.39, 1.74, -3.06], [2.66, 0.37, -3.02], [1.59, -0.56, -3.37], [1.75, -1.90, -2.88], [3.06, -2.39, -2.80], [4.15, -1.52, -2.64], [3.91, -0.15, -2.61], [-2.59, 3.21, -4.01], [1.47, 4.33, -3.17], [-0.84, 4.96, -3.99], [3.14, 2.46, -2.77], [3.20, -3.47, -2.76], [5.14, -1.94, -2.50], [4.67, 0.53, -2.25], [0.46, -0.09, -3.95], [0.16, -0.35, 1.04], [-2.20, 0.70, -2.73], [-2.16, -0.32, -3.14], [-3.23, 1.09, -2.81], [0.58, -2.68, -2.31], [-0.32, -2.52, -2.92], [0.84, -3.75, -2.27], [-1.75, 0.61, -0.85], [0.18, -2.22, -0.55], [1.46, -3.10, 0.46], [1.07, -3.39, 1.45], [1.74, -4.00, -0.11], [2.35, -2.46, 0.60], [-1.35, -3.16, -0.19], [-1.07, -4.21, 0.00], [-1.86, -2.75, 0.69], [-2.02, -3.09, -1.05], [-2.19, 2.35, -0.41], [-3.22, 2.61, -0.68], [-2.07, 2.49, 0.67], [-1.49, 3.04, -0.90], [-3.27, -0.22, -0.28], [-3.27, -0.30, 0.81], [-4.15, 0.36, -0.59], [-3.34, -1.23, -0.70], [-1.09, -0.34, 2.57], [-1.92, -0.14, 3.38], [-0.67, 0.95, 0.82], [1.93, 0.13, 1.10], [2.80, 0.84, 2.25], [1.95, 2.36, 2.72], [1.54, 3.21, 1.68], [0.69, 4.28, 1.96], [0.28, 4.51, 3.28], [0.69, 3.66, 4.31], [1.51, 2.57, 4.03], [2.95, -0.24, 3.70], [4.10, -0.22, 4.52], [4.21, -1.14, 5.56], [3.23, -2.12, 5.77], [2.10, -2.14, 4.94], [1.94, -1.18, 3.94], [4.47, 1.28, 1.72], [5.07, 2.51, 2.08], [6.39, 2.76, 1.71], [7.11, 1.82, 0.97], [6.50, 0.63, 0.56], [5.17, 0.37, 0.92], [1.85, 2.99, 0.65], [0.37, 4.93, 1.15], [-0.37, 5.36, 3.50], [0.37, 3.83, 5.33], [1.82, 1.88, 4.82], [4.88, 0.51, 4.34], [5.09, -1.12, 6.20], [3.34, -2.86, 6.56], [1.34, -2.91, 5.07], [1.02, -1.18, 3.33], [4.49, 3.24, 2.64], [6.86, 3.69, 2.03], [8.16, 2.01, 0.72], [7.05, -0.10, -0.02], [4.67, -0.54, 0.58]],
  "mulliken_spin": [0.00, 0.00, 0.00, 0.00, 0.00, 0.00, 0.00, 0.00, 0.01, 0.00, 0.00, 0.00, 0.00, 0.00, 0.00, 0.00, 0.00, 0.00, 0.00, 0.00, 0.00, 0.70, -0.01, 0.00, 0.00, -0.01, 0.00, 0.00, -0.03, -0.06, 0.03, -0.02, 0.01, 0.00, 0.05, 0.01, -0.03, 0.00, 0.00, 0.00, 0.00, 0.00, 0.01, 0.00, 0.00, 0.00, 0.27, 0.12, -0.02, 0.01, 0.01, 0.00, 0.01, 0.00, 0.00, 0.00, 0.00, -0.03, 0.00, 0.00, 0.00, 0.01, -0.10, 0.00, 0.00, 0.00, 0.00, 0.00, 0.00, 0.00, 0.00, 0.00, 0.00, 0.00, 0.00, 0.00, 0.00, 0.00, 0.09, 0.00, 0.00, 0.00, 0.00, 0.00]
}

{
  "formula": "C10H14BrN2",
  "method": "ωB97M-V with the def2-TZVPD basis set",
  "gap_ha": [0.2375, 0.2375],
  "total_charge": 1,
  "de_lowest_kcal_mol": 69.50,
  "homo_ha": [-0.428, -0.428],
  "symbols": ["Br", "C", "N", "C", "C", "C", "C", "C", "C", "N", "C", "C", "C", "H", "H", "H", "H", "H", "H", "H", "H", "H", "H", "H", "H", "H", "H"],
  "positions_angstrom": [[1.04, -1.51, 2.65], [2.39, -1.08, 1.26], [2.29, -0.09, 0.56], [1.39, 0.80, 0.26], [1.51, 2.23, 0.54], [0.46, 3.07, -0.11], [-0.92, 2.53, 0.23], [-0.93, 1.12, 0.05], [0.07, 0.31, -0.27], [-0.03, -1.03, -0.55], [-1.16, -1.70, -1.05], [-0.97, -3.10, -1.47], [-1.64, -2.88, -0.18], [3.20, -1.81, 1.23], [1.17, 2.11, 1.68], [2.52, 2.63, 0.35], [0.48, 2.98, -1.25], [0.25, 4.10, 0.18], [-1.68, 3.08, -0.29], [-1.06, 2.81, 1.34], [-1.96, 0.71, 0.18], [0.82, -1.53, -0.95], [-1.89, -1.05, -1.32], [0.08, -3.46, -1.42], [-1.47, -3.40, -2.35], [-2.72, -2.73, -0.08], [-1.23, -3.12, 0.75]],
  "lowdin_charge": [0.71, -0.43, 0.10, -0.14, -0.10, -0.19, -0.20, -0.01, -0.21, 0.03, -0.30, -0.09, -0.07, 0.10, 0.20, 0.15, 0.16, 0.13, 0.13, 0.17, 0.16, 0.17, 0.11, 0.13, 0.10, 0.11, 0.07]
}

{
  "formula": "C14H28O28S7",
  "method": "ωB97M-V with the def2-TZVPD basis set",
  "gap_ha": 0.3875,
  "total_charge": 0,
  "de_lowest_kcal_mol": 48.87,
  "homo_ha": -0.387,
  "symbols": ["C", "C", "O", "S", "O", "O", "O", "H", "H", "H", "H", "C", "C", "O", "S", "O", "O", "O", "H", "H", "H", "H", "C", "C", "O", "S", "O", "O", "O", "H", "H", "H", "H", "C", "C", "O", "S", "O", "O", "O", "H", "H", "H", "H", "C", "C", "O", "S", "O", "O", "O", "H", "H", "H", "H", "C", "C", "O", "S", "O", "O", "O", "H", "H", "H", "H", "C", "C", "O", "S", "O", "O", "O", "H", "H", "H", "H"],
  "positions_angstrom": [[5.51, 0.12, -1.79], [4.01, -0.21, -1.68], [3.74, -0.17, -0.27], [4.52, 0.95, 0.41], [5.05, 0.49, 1.65], [3.74, 2.17, 0.54], [5.60, 1.11, -0.73], [5.91, 0.56, -2.66], [6.08, -0.78, -1.63], [3.91, -1.26, -2.01], [3.31, 0.45, -2.20], [0.54, -4.89, -2.82], [1.47, -4.09, -3.71], [2.68, -4.00, -2.98], [2.97, -5.40, -2.28], [3.73, -5.01, -1.13], [3.47, -6.36, -3.17], [1.49, -5.72, -2.07], [-0.05, -5.61, -3.44], [-0.06, -4.26, -2.19], [1.11, -3.05, -3.87], [1.64, -4.58, -4.67], [1.93, 3.96, 2.15], [1.34, 5.28, 1.69], [-0.04, 5.24, 2.04], [-0.46, 3.81, 2.60], [-1.60, 3.25, 1.97], [-0.40, 3.88, 4.02], [0.80, 3.12, 2.05], [2.29, 4.02, 3.20], [2.71, 3.61, 1.50], [1.36, 5.42, 0.60], [1.83, 6.07, 2.25], [-1.83, 2.85, -5.83], [-0.91, 2.45, -4.70], [-1.67, 1.57, -3.80], [-2.61, 0.61, -4.74], [-3.89, 0.48, -4.01], [-1.81, -0.48, -5.23], [-2.68, 1.72, -5.92], [-1.36, 2.91, -6.81], [-2.27, 3.83, -5.61], [-0.43, 3.17, -4.08], [-0.15, 1.85, -5.25], [1.74, -2.15, 6.82], [1.14, -0.86, 7.42], [0.14, -0.44, 6.48], [-0.19, -1.61, 5.46], [-0.46, -1.19, 4.13], [-1.08, -2.55, 6.06], [1.29, -2.22, 5.47], [1.39, -2.99, 7.37], [2.84, -2.13, 6.82], [1.90, -0.10, 7.57], [0.69, -1.21, 8.39], [-6.36, 0.77, -1.03], [-5.52, 1.39, 0.00], [-5.87, 0.70, 1.26], [-6.56, -0.66, 0.99], [-7.79, -0.64, 1.80], [-5.64, -1.76, 1.04], [-6.98, -0.41, -0.53], [-5.72, 0.62, -1.89], [-7.15, 1.43, -1.29], [-5.70, 2.46, 0.10], [-4.42, 1.18, -0.13], [0.18, -1.33, 1.07], [-0.12, 0.20, 0.97], [-1.06, 0.29, -0.13], [-0.58, -0.75, -1.28], [0.62, -0.26, -1.92], [-1.73, -1.10, -2.04], [-0.33, -1.91, -0.16], [-0.40, -1.77, 1.90], [1.24, -1.58, 1.20], [0.67, 0.93, 0.86], [-0.67, 0.56, 1.83]],
  "lowdin_charge": [-0.09, -0.13, -0.18, 0.57, -0.22, -0.26, -0.18, 0.12, 0.13, 0.14, 0.13, -0.08, -0.18, -0.21, 0.54, -0.23, -0.20, -0.19, 0.15, 0.12, 0.15, 0.13, -0.16, -0.15, -0.18, 0.57, -0.21, -0.22, -0.20, 0.15, 0.09, 0.14, 0.13, -0.18, -0.15, -0.22, 0.70, -0.25, -0.23, -0.20, 0.14, 0.13, 0.12, 0.14, -0.18, -0.14, -0.18, 0.61, -0.21, -0.21, -0.18, 0.12, 0.14, 0.13, 0.15, -0.19, -0.12, -0.19, 0.62, -0.26, -0.23, -0.17, 0.12, 0.12, 0.14, 0.15, -0.11, -0.14, -0.20, 0.64, -0.24, -0.22, -0.21, 0.11, 0.13, 0.11, 0.12]
}

{
  "formula": "C4H9N2S",
  "method": "ωB97M-V with the def2-TZVPD basis set",
  "gap_ha": [0.2503, 0.2505],
  "total_charge": 1,
  "de_lowest_kcal_mol": 122.74,
  "homo_ha": [-0.472, -0.472],
  "symbols": ["C", "C", "C", "C", "N", "N", "S", "H", "H", "H", "H", "H", "H", "H", "H", "H"],
  "positions_angstrom": [[0.31, 0.95, 1.21], [-1.92, 1.16, 0.57], [1.90, -2.36, -1.33], [-1.13, 1.21, -0.73], [-1.08, 1.06, 1.53], [0.31, 0.90, -0.23], [0.51, -1.73, -0.38], [0.71, -0.05, 1.51], [0.99, 1.75, 1.70], [-3.01, 1.28, 0.74], [2.85, -1.80, -1.00], [1.59, -2.40, -2.36], [2.04, -3.48, -1.08], [-1.42, 0.40, -1.48], [-1.20, 2.24, -1.13], [-1.45, 0.87, 2.47]],
  "lowdin_charge": [-0.27, 0.06, -0.49, -0.13, 0.10, -0.03, 0.73, 0.08, 0.17, 0.17, 0.07, 0.01, 0.09, 0.13, 0.13, 0.19]
}

{
  "formula": "C5H7Cl",
  "method": "ωB97M-V with the def2-TZVPD basis set",
  "gap_ha": 0.3827,
  "total_charge": 0,
  "de_lowest_kcal_mol": 57.38,
  "homo_ha": -0.351,
  "symbols": ["Cl", "C", "C", "C", "C", "C", "H", "H", "H", "H", "H", "H", "H"],
  "positions_angstrom": [[-1.97, -0.01, 2.21], [-0.35, -0.30, 1.21], [-0.43, -1.34, 0.07], [0.03, -0.76, -1.07], [0.27, 0.70, -1.09], [0.28, 0.90, 0.39], [0.10, -0.66, 2.20], [-0.68, -2.42, 0.06], [0.63, -1.18, -2.03], [-0.59, 1.01, -1.76], [1.14, 1.22, -1.62], [1.25, 0.79, 0.87], [0.32, 2.04, 0.55]],
  "lowdin_charge": [0.40, -0.54, -0.10, -0.15, -0.24, -0.23, 0.08, 0.11, 0.16, 0.13, 0.14, 0.10, 0.14]
}